Entry 1:
14
Properties=species:S:1:pos:R:3:forces:R:3 method="wB97M-V/def2-TZVPD" max_force_ha_per_bohr=0.089 orbital_gap_ev=7.441 e_above_lowest_kcal_mol=184.53 multiplicity=1 total_charge=0 mol_weight_g_mol=93.1 lumo_energy_ev=-0.690
C 1.455703 -0.782743 0.680753 -1.598 2.541 -2.501
C -0.568117 1.969257 0.363552 0.227 0.592 -1.047
C 0.160778 -0.529579 0.447211 -3.426 -2.855 1.002
C 0.328749 0.876538 0.117027 3.165 -1.421 -0.421
C -0.388388 1.326739 -1.057711 -3.711 -0.292 0.977
C -1.232942 -1.238573 0.463735 3.883 0.427 -0.490
N 1.765305 0.593676 0.321075 -0.477 0.901 2.891
H 2.044837 -1.636837 0.573310 1.049 -1.037 0.560
H -1.335675 0.652334 -1.130906 1.583 1.014 -0.462
H -0.269533 1.973071 -1.901698 0.452 0.313 -0.157
H -1.038704 -2.074642 1.084700 -0.581 -1.023 0.643
H -1.874707 -0.529822 0.885437 -1.549 0.597 0.556
H -1.459568 -1.554862 -0.544866 -0.472 -0.013 -0.133
H 2.412262 0.955444 -0.301619 1.454 0.254 -1.418

***

Entry 2:
14
Properties=species:S:1:pos:R:3:forces:R:3 method="wB97M-V/def2-TZVPD" max_force_ha_per_bohr=0.022 orbital_gap_ev=10.664 e_above_lowest_kcal_mol=21.44 multiplicity=1 total_charge=0 mol_weight_g_mol=93.1 lumo_energy_ev=0.920
N 2.572231 -1.016785 -0.903732 -0.677 0.669 0.586
C 1.810154 -0.386777 -0.302881 0.688 -0.518 -0.494
C 0.798673 0.361143 0.463911 0.033 0.039 0.061
C -0.194241 -0.656723 1.067176 0.021 -0.057 0.052
C -1.094159 -0.917815 -0.120956 -0.113 0.154 -0.064
C -1.091844 0.126019 -0.946832 -0.028 -0.137 0.068
C -0.098614 1.178352 -0.499137 0.030 0.027 -0.038
H 1.308961 0.977151 1.210817 -0.099 -0.090 -0.104
H 0.282759 -1.537856 1.503907 -0.009 0.120 -0.158
H -0.775870 -0.161604 1.858766 0.117 -0.117 -0.056
H -1.669062 -1.828568 -0.245312 -0.082 0.197 0.084
H -1.724948 0.239810 -1.819581 0.150 -0.051 0.039
H 0.464650 1.630682 -1.320991 -0.086 -0.093 0.117
H -0.588688 1.992973 0.054846 0.055 -0.143 -0.091

***

Entry 3:
14
Properties=species:S:1:pos:R:3:forces:R:3 method="wB97M-V/def2-TZVPD" max_force_ha_per_bohr=0.055 orbital_gap_ev=8.545 e_above_lowest_kcal_mol=130.77 multiplicity=1 total_charge=0 mol_weight_g_mol=93.1 lumo_energy_ev=1.147
C 1.189490 -0.176723 -0.710289 0.403 -1.194 0.639
C 0.107208 -1.110321 -0.370144 -2.560 0.769 -0.872
C -1.503387 -0.058700 -0.039632 1.008 -0.688 -1.135
C -0.528532 -0.681190 0.887008 0.036 -0.380 0.710
N 0.041196 0.694424 1.214045 0.118 -0.205 0.795
C 0.892425 1.006840 0.071547 -0.978 0.324 -0.157
C -0.842463 1.206525 0.184239 1.462 0.497 -0.860
H 1.626552 -0.108849 -1.710668 -0.399 -0.070 0.288
H 1.661971 -1.030333 -0.083234 1.570 1.270 -0.319
H 0.024018 -2.075976 -0.857992 -0.307 0.127 0.315
H -2.400225 -0.378081 -0.555929 0.229 0.036 0.202
H -0.716766 -1.348439 1.717796 -0.031 -0.065 0.120
H 1.608899 1.826032 0.200233 -0.515 -0.240 -0.053
H -1.160383 2.234791 0.053018 -0.035 -0.182 0.328

***

Entry 4:
14
Properties=species:S:1:pos:R:3:forces:R:3 method="wB97M-V/def2-TZVPD" max_force_ha_per_bohr=0.038 orbital_gap_ev=9.584 e_above_lowest_kcal_mol=137.67 multiplicity=1 total_charge=0 mol_weight_g_mol=93.1 lumo_energy_ev=1.181
C 1.976491 0.020100 -0.159795 0.038 0.162 -0.041
C 0.501057 0.123016 -0.005577 0.499 0.242 -0.099
C -0.673606 0.024638 -1.030318 0.208 -0.248 -0.416
C -1.580283 0.670900 0.007949 -0.181 -0.951 0.420
C -1.256502 -0.878514 -0.050742 0.017 -0.732 -0.125
N -0.184669 -0.763276 0.972873 0.485 -0.472 0.028
C -0.408330 0.713112 0.998457 0.033 0.106 0.424
H 2.364131 0.825599 -0.785977 0.087 -0.018 0.043
H 2.246860 -0.943556 -0.611224 -0.103 0.207 0.041
H 2.449119 0.064491 0.827382 -0.080 0.046 -0.166
H -0.734832 0.039235 -2.109215 0.083 0.027 0.052
H -2.574010 0.371783 0.284575 -1.055 1.597 -0.339
H -1.970333 -1.686725 -0.189650 0.081 0.225 0.305
H -0.182879 1.341295 1.856962 -0.112 -0.192 -0.127

***

Entry 5:
16
Properties=species:S:1:pos:R:3:forces:R:3 method="wB97M-V/def2-TZVPD" max_force_ha_per_bohr=0.078 orbital_gap_ev=9.557 e_above_lowest_kcal_mol=26.60 multiplicity=1 total_charge=+1 mol_weight_g_mol=123.1 lumo_energy_ev=-4.497
O 0.878672 -2.025117 -2.556227 -1.595 0.362 -0.824
C -0.136025 -1.488028 -2.795778 -0.386 1.765 2.365
N -0.935873 -0.576213 -1.541682 -0.214 -2.493 -3.142
N -0.378300 -0.268646 -0.360983 1.010 0.642 0.947
C -0.314104 1.034479 -0.073838 0.899 2.816 1.050
C 0.303341 1.541639 1.076091 0.161 -1.787 -1.049
C 0.851977 0.621777 1.969455 -0.002 1.205 1.749
C 0.693902 -0.714507 1.733860 0.156 -1.038 -1.138
C 0.095239 -1.143288 0.519172 -0.358 -2.155 2.648
H -0.861641 -1.267907 -3.655109 1.230 -0.779 0.870
H -1.116034 0.307259 -1.979978 -0.538 0.230 -0.503
H -0.742638 1.751887 -0.786420 0.254 -0.600 0.147
H 0.529797 2.574494 1.211950 -0.563 0.647 -0.076
H 1.265073 1.005978 2.948321 -0.203 -0.617 -1.378
H 1.096554 -1.476520 2.424483 -0.529 0.480 -0.501
H -0.238023 -2.222005 0.550012 0.677 1.322 -1.164

***

Entry 6:
17
Properties=species:S:1:pos:R:3:forces:R:3 method="wB97M-V/def2-TZVPD" max_force_ha_per_bohr=0.084 orbital_gap_ev=6.634 e_above_lowest_kcal_mol=25.97 multiplicity=1 total_charge=-1 mol_weight_g_mol=139.1 lumo_energy_ev=3.969
C 2.100560 -0.919045 1.189214 0.118 2.967 -0.716
C 1.681777 0.183239 0.182495 0.711 -2.286 -0.726
C 0.227865 0.285778 0.115145 -2.941 0.445 -3.097
N -0.242685 1.534412 0.055760 -0.345 -0.972 1.339
N -1.567221 1.688229 -0.037710 1.590 -3.189 -0.183
C -2.448569 0.697258 -0.520861 2.229 1.337 1.079
C -2.025025 -0.546817 -0.914768 -0.975 -1.581 -0.753
O -2.803487 -1.390498 -1.481405 0.829 0.423 0.442
C -0.572954 -0.873563 -0.644716 0.520 2.026 1.828
O -0.021436 -1.916239 -0.938278 0.122 -0.132 -0.113
H 3.134129 -0.994679 1.175290 2.298 -0.165 0.101
H 1.740455 -1.852183 0.979043 -1.396 -2.198 -0.780
H 1.818704 -0.613765 2.153186 -0.514 0.264 1.517
H 2.033080 -0.162194 -0.819600 -0.137 0.146 0.457
H 2.125921 1.148044 0.329107 0.259 0.461 0.552
H -1.790273 2.579896 -0.293896 -0.690 2.757 -0.464
H -3.390841 1.152129 -0.528009 -1.678 -0.301 -0.482

***

Entry 7:
17
Properties=species:S:1:pos:R:3:forces:R:3 method="wB97M-V/def2-TZVPD" max_force_ha_per_bohr=0.261 orbital_gap_ev=9.028 e_above_lowest_kcal_mol=58.85 multiplicity=1 total_charge=0 mol_weight_g_mol=137.1 lumo_energy_ev=0.633
N -2.256988 2.513501 0.288856 5.197 -0.716 3.888
C -0.981744 2.056491 0.336170 1.202 0.160 0.053
O -0.073041 2.695847 -0.096465 0.941 -0.108 0.111
N -0.774452 0.688924 0.998506 -2.125 5.739 5.060
C -0.014844 -0.129493 0.346633 2.483 -3.726 -5.362
C 0.692192 -1.112421 1.015222 0.210 -0.351 1.967
C 1.506703 -1.989452 0.293031 1.935 -2.171 -0.265
C 1.490415 -2.021044 -1.165121 -5.948 6.928 9.816
C 0.699710 -1.026404 -1.696109 -0.615 -0.592 -2.092
N -0.033245 -0.135653 -1.095486 -0.791 1.319 4.098
H -2.742896 1.762941 0.382953 -5.395 -5.063 0.426
H -2.393936 3.193972 -0.305320 -1.244 4.097 -3.711
H -0.444202 0.861587 2.132532 -1.304 -0.723 -4.424
H 0.495243 -1.100557 2.187818 1.071 -0.426 -2.543
H 2.270660 -2.728857 0.892938 -2.245 1.838 -1.561
H 2.007908 -2.513135 -1.716512 6.264 -6.305 -6.122
H 0.552517 -1.016247 -2.799646 0.366 0.101 0.660

***

Entry 8:
17
Properties=species:S:1:pos:R:3:forces:R:3 method="wB97M-V/def2-TZVPD" max_force_ha_per_bohr=0.076 orbital_gap_ev="7.253 / 7.761" e_above_lowest_kcal_mol=103.67 multiplicity=1 total_charge=+2 mol_weight_g_mol=137.1 lumo_energy_ev="-10.119 / -10.230"
C -1.729317 -0.763442 -2.482197 -1.317 -0.546 -0.891
N -0.803632 -0.352760 -1.788087 0.708 0.284 0.646
C 0.151329 0.152030 -1.151871 0.566 0.220 -0.419
C 0.178270 0.355719 0.272956 -0.082 0.494 0.368
C 1.040606 1.259615 0.816339 -0.394 -0.469 -0.836
C 1.128684 1.517354 2.204272 0.156 0.614 0.091
N 0.841552 0.558284 3.063750 0.083 0.677 -0.183
O 0.766665 0.544733 4.295950 -0.027 0.516 1.083
C 0.667551 -0.733114 2.642405 0.055 -3.900 0.390
N 0.621069 -1.882863 2.753546 0.063 2.363 -0.401
H -2.490679 -0.082630 -2.868295 0.123 0.155 0.098
H -1.846757 -1.818623 -2.729047 0.242 -0.054 0.089
H 1.014758 0.471567 -1.736400 -0.080 0.003 -0.100
H -0.622767 -0.099264 0.843122 -0.102 0.076 -0.029
H 1.670137 1.868349 0.175932 0.088 -0.069 -0.008
H 1.448851 2.472132 2.609579 -0.053 -0.168 0.165
H 0.610132 -2.875208 2.951346 -0.029 -0.196 -0.064

***

Entry 9:
18
Properties=species:S:1:pos:R:3:forces:R:3 method="wB97M-V/def2-TZVPD" max_force_ha_per_bohr=0.065 orbital_gap_ev=8.929 e_above_lowest_kcal_mol=67.59 multiplicity=1 total_charge=0 mol_weight_g_mol=153.1 lumo_energy_ev=-0.500
C -1.133009 1.986327 0.172036 1.464 -1.405 2.263
C -0.341907 0.644640 0.028992 -3.217 0.865 0.164
C 0.995296 0.666971 -0.097935 1.747 -0.633 -0.576
C 1.741465 -0.595509 -0.090527 0.455 1.068 0.508
N 3.162163 -0.500137 0.017701 -0.992 -1.929 -0.885
N 1.166414 -1.802857 -0.008790 -1.194 1.909 0.477
C -0.201723 -1.755093 0.103810 0.706 -0.265 0.290
C -1.004188 -0.616580 0.079552 1.362 -0.439 -0.302
N -2.452599 -0.812111 -0.067340 -0.501 -3.089 0.809
O -2.895029 -1.984183 0.076264 1.194 1.985 -0.146
O -3.174859 0.100374 -0.345993 -0.259 0.978 -0.227
H -2.152646 1.927956 -0.121479 -0.338 0.283 -0.680
H -0.494652 2.730756 -0.206807 0.258 1.170 -1.325
H -1.127918 2.318850 1.251617 -0.157 -0.884 -0.679
H 1.429312 1.679427 -0.294170 0.206 -1.265 0.545
H 3.497461 0.141992 -0.671358 0.399 0.666 -0.147
H 3.631132 -1.422044 -0.167679 -0.862 1.121 0.418
H -0.644717 -2.708782 0.342103 -0.270 -0.136 -0.509

***

Entry 10:
19
Properties=species:S:1:pos:R:3:forces:R:3 method="wB97M-V/def2-TZVPD" max_force_ha_per_bohr=0.159 orbital_gap_ev="5.522 / 6.071" e_above_lowest_kcal_mol=0.00 multiplicity=3 total_charge=0 mol_weight_g_mol=185.2 lumo_energy_ev="0.570 / -2.678"
C -1.323463 1.790857 0.012488 3.503 5.606 0.707
C -1.502341 0.450879 -0.053432 2.256 -7.838 -0.290
C 0.736397 1.054117 0.013312 2.677 0.986 -0.664
C -1.081026 -2.065305 -0.204113 -5.612 -1.151 -0.819
C 0.055989 -1.444123 -0.108209 3.253 1.101 0.542
C 2.240087 1.115494 0.090567 1.156 -1.635 0.362
N 0.021776 2.171667 0.061373 -4.017 0.069 -0.303
N -0.021732 -0.060203 -0.006985 -4.372 -1.711 -0.258
N 1.264790 -2.147449 0.087008 2.079 2.073 -0.990
O -3.613693 -1.230879 0.546597 -1.009 -0.177 1.065
O -2.288473 2.716577 0.153747 0.066 -1.984 -0.286
S -2.614979 -0.986889 -0.468571 3.215 0.648 -0.203
H -1.374874 -3.137886 -0.207845 0.813 1.015 -0.143
H 2.661665 2.016996 -0.396189 -0.529 -0.591 -0.019
H 2.435738 1.288153 1.185926 0.373 -0.520 -0.833
H 2.854682 0.125209 -0.300166 -1.813 2.617 1.132
H 1.205960 -3.116215 0.248020 -0.633 -1.034 0.172
H 2.093881 -1.978515 -0.546826 -1.739 0.095 0.945
H -1.750376 3.437523 -0.106705 0.332 2.430 -0.116

***

Question: What is the multiplicity in the second record?
Answer: 1

***

What did the eighth record say?
17
Properties=species:S:1:pos:R:3:forces:R:3 method="wB97M-V/def2-TZVPD" max_force_ha_per_bohr=0.076 orbital_gap_ev="7.253 / 7.761" e_above_lowest_kcal_mol=103.67 multiplicity=1 total_charge=+2 mol_weight_g_mol=137.1 lumo_energy_ev="-10.119 / -10.230"
C -1.729317 -0.763442 -2.482197 -1.317 -0.546 -0.891
N -0.803632 -0.352760 -1.788087 0.708 0.284 0.646
C 0.151329 0.152030 -1.151871 0.566 0.220 -0.419
C 0.178270 0.355719 0.272956 -0.082 0.494 0.368
C 1.040606 1.259615 0.816339 -0.394 -0.469 -0.836
C 1.128684 1.517354 2.204272 0.156 0.614 0.091
N 0.841552 0.558284 3.063750 0.083 0.677 -0.183
O 0.766665 0.544733 4.295950 -0.027 0.516 1.083
C 0.667551 -0.733114 2.642405 0.055 -3.900 0.390
N 0.621069 -1.882863 2.753546 0.063 2.363 -0.401
H -2.490679 -0.082630 -2.868295 0.123 0.155 0.098
H -1.846757 -1.818623 -2.729047 0.242 -0.054 0.089
H 1.014758 0.471567 -1.736400 -0.080 0.003 -0.100
H -0.622767 -0.099264 0.843122 -0.102 0.076 -0.029
H 1.670137 1.868349 0.175932 0.088 -0.069 -0.008
H 1.448851 2.472132 2.609579 -0.053 -0.168 0.165
H 0.610132 -2.875208 2.951346 -0.029 -0.196 -0.064